No. 1
The following is a quantum chemistry calculation of a cluster of 11 separate species, C43H116N10O13 in total, from OMol25.

Geometry as XYZ:
```
182
Properties=species:S:1:pos:R:3:lowdin_charge:R:1
C 7.58 -4.37 -0.22 -0.08
O 7.03 -3.24 0.50 -0.20
C 6.32 -2.36 -0.32 -0.26
C 5.66 -1.35 0.59 -0.42
C 4.43 -2.16 1.14 -0.05
N 5.17 -0.23 -0.20 0.04
H 8.25 -4.97 0.42 0.09
H 8.27 -4.02 -0.97 0.07
H 6.81 -5.01 -0.68 0.09
H 7.04 -1.92 -1.04 0.13
H 5.67 -2.94 -0.95 0.11
H 6.41 -1.15 1.39 0.15
H 4.90 -3.06 1.50 0.06
H 3.77 -2.27 0.25 0.08
H 3.94 -1.69 1.98 0.06
H 4.70 0.53 0.42 0.08
H 5.99 0.31 -0.53 0.08
C -0.69 -7.96 -1.42 -0.11
O -1.65 -6.97 -1.77 -0.23
C -2.96 -7.50 -2.12 -0.16
C -4.01 -6.83 -1.18 -0.44
C -4.01 -5.35 -1.48 -0.07
N -3.64 -6.96 0.19 0.04
H -0.40 -8.64 -2.22 0.08
H -1.11 -8.63 -0.63 0.09
H 0.20 -7.43 -1.15 0.07
H -3.07 -7.24 -3.21 0.14
H -2.83 -8.60 -2.05 0.11
H -5.00 -7.20 -1.40 0.13
H -3.10 -4.95 -1.11 0.04
H -4.73 -4.91 -0.81 0.08
H -4.27 -5.05 -2.46 0.07
H -3.76 -7.94 0.45 0.09
H -4.25 -6.46 0.82 0.07
C 4.61 2.96 -1.24 -0.08
O 4.61 2.89 0.19 -0.20
C 3.43 3.30 0.81 -0.24
C 3.50 3.05 2.31 -0.37
C 3.86 1.61 2.72 -0.05
N 2.16 3.37 3.02 0.05
H 4.51 4.01 -1.46 0.09
H 3.79 2.44 -1.72 0.06
H 5.46 2.48 -1.69 0.08
H 3.29 4.39 0.65 0.13
H 2.58 2.75 0.37 0.10
H 4.19 3.76 2.69 0.12
H 3.09 0.91 2.42 0.06
H 3.89 1.62 3.79 0.07
H 4.85 1.28 2.34 0.08
H 2.07 4.40 3.07 0.04
H 1.45 3.01 2.36 0.06
C 2.00 -4.98 0.87 -0.08
O 1.10 -4.40 1.83 -0.20
C -0.25 -4.53 1.46 -0.24
C -1.03 -3.67 2.40 -0.42
C -0.95 -4.10 3.83 -0.06
N -2.43 -3.47 1.89 0.07
H 1.64 -4.69 -0.14 0.09
H 2.00 -6.07 1.03 0.09
H 2.98 -4.57 1.06 0.06
H -0.53 -4.17 0.40 0.12
H -0.49 -5.59 1.44 0.13
H -0.57 -2.66 2.37 0.14
H -1.50 -5.00 4.10 0.08
H -1.41 -3.44 4.61 0.09
H 0.08 -4.06 4.10 0.06
H -2.36 -3.24 0.91 0.03
H -2.96 -4.31 1.92 0.04
C 0.51 5.10 -1.59 -0.13
O -0.22 4.00 -2.01 -0.20
C -1.11 3.48 -1.00 -0.15
C -1.95 2.29 -1.67 -0.40
C -3.16 2.93 -2.42 -0.06
N -2.44 1.27 -0.77 0.06
H 0.18 5.60 -0.70 0.07
H 0.44 5.89 -2.35 0.09
H 1.55 4.91 -1.39 0.06
H -0.39 3.10 -0.23 0.11
H -1.70 4.26 -0.51 0.10
H -1.19 1.96 -2.37 0.12
H -3.64 3.56 -1.65 0.05
H -3.77 2.13 -2.84 0.07
H -2.79 3.62 -3.19 0.08
H -1.74 0.74 -0.24 0.04
H -3.25 1.57 -0.24 0.05
C 1.35 0.33 0.11 -0.13
O 0.35 -0.35 -0.62 -0.22
C 0.86 -1.66 -1.22 -0.13
C -0.24 -2.23 -2.02 -0.41
C -0.59 -1.63 -3.41 -0.05
N -1.51 -2.38 -1.22 0.05
H 1.94 1.05 -0.56 0.09
H 1.92 -0.33 0.82 0.08
H 0.80 1.06 0.79 0.08
H 1.71 -1.44 -1.87 0.10
H 1.15 -2.24 -0.37 0.10
H 0.17 -3.26 -2.26 0.15
H -0.98 -2.39 -4.12 0.08
H 0.28 -1.13 -3.86 0.06
H -1.41 -0.87 -3.25 0.09
H -1.95 -1.49 -1.13 0.03
H -2.15 -2.87 -1.90 0.09
C 4.07 -0.60 -3.60 -0.11
O 4.10 -1.63 -4.58 -0.16
C 3.21 -2.63 -4.19 -0.26
C 2.76 -3.46 -5.29 -0.48
C 1.79 -2.78 -6.20 -0.05
N 2.04 -4.56 -4.65 0.03
H 4.92 0.09 -3.82 0.11
H 4.17 -0.92 -2.54 0.07
H 3.12 -0.09 -3.71 0.07
H 3.70 -3.27 -3.40 0.15
H 2.26 -2.20 -3.79 0.10
H 3.58 -3.84 -5.90 0.15
H 1.42 -3.40 -7.00 0.08
H 2.19 -1.86 -6.64 0.07
H 0.94 -2.34 -5.71 0.06
H 1.58 -5.06 -5.41 0.07
H 2.73 -5.31 -4.42 0.09
C -4.89 -0.79 5.65 -0.13
O -4.13 0.29 5.13 -0.20
C -4.46 0.42 3.73 -0.22
C -3.60 -0.35 2.76 -0.45
C -2.23 0.29 2.66 -0.06
N -4.26 -0.36 1.43 0.04
H -4.95 -1.68 4.99 0.09
H -5.86 -0.35 5.94 0.09
H -4.39 -1.10 6.59 0.09
H -5.56 0.16 3.62 0.13
H -4.38 1.46 3.47 0.10
H -3.39 -1.41 3.17 0.13
H -1.54 -0.44 2.18 0.07
H -1.82 0.32 3.68 0.08
H -2.18 1.21 2.19 0.04
H -3.54 -0.82 0.77 0.08
H -5.09 -0.97 1.48 0.07
C -7.15 6.60 2.64 -0.13
O -6.12 5.95 1.99 -0.20
C -5.32 5.23 2.89 -0.20
C -4.21 4.61 2.00 -0.37
C -3.28 5.75 1.64 -0.06
N -4.70 3.91 0.77 0.07
H -7.85 5.93 3.15 0.09
H -7.69 7.25 1.94 0.10
H -6.68 7.23 3.41 0.09
H -5.04 5.89 3.68 0.10
H -5.98 4.44 3.36 0.13
H -3.60 3.85 2.48 0.10
H -2.32 5.29 1.51 0.05
H -3.16 6.57 2.33 0.06
H -3.52 6.18 0.69 0.08
H -5.50 4.41 0.42 0.06
H -4.96 2.96 1.02 0.07
C -2.35 3.08 5.37 -0.14
O -2.06 3.96 4.39 -0.19
C -0.69 4.24 4.24 -0.21
C -0.24 5.53 4.92 -0.42
C -1.03 6.69 4.28 -0.06
N 1.19 5.72 4.64 0.04
H -2.05 3.41 6.33 0.08
H -1.82 2.16 5.19 0.08
H -3.42 2.92 5.45 0.10
H -0.10 3.41 4.64 0.12
H -0.51 4.37 3.16 0.12
H -0.53 5.45 5.97 0.13
H -0.76 7.69 4.71 0.09
H -2.08 6.53 4.34 0.05
H -0.71 6.72 3.23 0.08
H 1.43 6.63 4.99 0.07
H 1.71 5.00 5.11 0.07
C 1.96 2.92 -4.77 -0.01
O 1.99 1.77 -5.59 -0.01
C 2.81 1.81 -6.62 -0.60
O 3.69 2.63 -6.80 0.11
O 2.57 0.75 -7.44 -0.04
C 3.30 0.49 -8.67 -0.02
H 2.19 3.79 -5.40 0.10
H 2.72 2.75 -4.00 0.09
H 0.98 2.93 -4.36 0.08
H 3.86 -0.43 -8.58 0.08
H 3.92 1.30 -8.99 0.07
H 2.46 0.36 -9.44 0.12
```

Output
SMILES string   COC[C@H](C)N.COC[C@H](C)N.COC[C@H](C)N.COC[C@H](C)N.COC[C@H](C)N.COC[C@H](C)N.COC[C@H](C)N.COC[C@H](C)N.COC[C@H](C)N.COC[C@H](C)N.COC(=O)OC
DFT total energy   -87982.6155 eV
Largest force on an atom   0.076 Eh/bohr
Net charge   0

---

No. 2
The following is a quantum chemistry calculation of a cluster of 2 separate species, C4H10N2O2 in total, from OMol25.

Geometry as XYZ:
```
18
Properties=species:S:1:pos:R:3:lowdin_charge:R:1
C 3.07 0.94 -0.38 -0.01
C 2.11 0.28 0.53 -0.52
N 2.19 -1.16 0.47 0.11
O 1.32 0.69 1.37 0.03
H 3.47 0.25 -1.13 0.09
H 3.86 1.40 0.11 0.07
H 2.61 1.49 -1.15 0.07
H 1.81 -1.72 1.26 0.12
H 2.37 -1.65 -0.39 0.07
C -1.41 -0.81 0.36 -0.05
C -2.46 -0.10 -0.42 -0.60
N -1.78 0.73 -1.29 0.14
O -3.64 -0.41 -0.34 0.04
H -1.79 -1.34 1.32 0.12
H -0.57 -0.09 0.57 0.04
H -0.91 -1.53 -0.45 0.13
H -2.22 1.27 -1.91 0.04
H -0.73 0.81 -1.34 0.13
```

Output
SMILES string   CC(N)=O.CC(N)=O
DFT total energy   -11384.7999 eV
Largest force on an atom   0.092 Eh/bohr
Relative energy (zero: lowest compared OMol25 entry of this formula, charge and spin)   48.49 kcal per mole
Net charge   0

---

No. 3
The following is a quantum chemistry calculation of a structure of composition C53H69HgN3O3S3SbSi, from OMol25.

Geometry as XYZ:
```
134
Properties=species:S:1:pos:R:3:mulliken_spin:R:1
Hg -0.25 0.62 -0.29 0.02
S 1.01 2.52 0.42 0.05
C -0.16 3.80 0.22 0.27
N 0.29 5.01 -0.21 0.19
C -0.65 6.11 -0.39 -0.01
C -1.73 6.01 0.65 0.01
N -2.36 4.71 0.53 0.12
C -3.82 4.68 0.57 -0.02
C -4.41 5.18 -0.73 0.01
C -5.37 6.19 -0.74 0.00
C -5.92 6.62 -1.94 0.00
C -5.51 6.05 -3.14 0.00
C -4.55 5.05 -3.13 0.00
C -4.00 4.62 -1.93 0.01
C -1.57 3.60 0.45 0.19
S -2.27 2.06 0.57 0.12
C 1.70 5.37 -0.29 -0.03
C 2.16 6.16 0.92 0.01
C 2.25 5.55 2.17 0.00
C 2.61 6.28 3.29 0.00
C 2.89 7.64 3.17 0.00
C 2.81 8.26 1.93 0.00
C 2.44 7.52 0.82 0.00
H -1.10 6.06 -1.39 0.01
H -0.12 7.05 -0.29 0.00
H -2.48 6.79 0.51 0.00
H -1.29 6.12 1.65 0.00
H -4.16 5.30 1.40 0.00
H -4.14 3.66 0.76 0.00
H -5.69 6.63 0.20 0.00
H -6.67 7.41 -1.94 0.00
H -5.95 6.38 -4.08 0.00
H -4.22 4.60 -4.06 0.00
H -3.26 3.83 -1.93 0.00
H 1.84 5.97 -1.19 0.00
H 2.27 4.46 -0.40 0.01
H 2.03 4.49 2.26 0.00
H 2.68 5.79 4.25 0.00
H 3.18 8.21 4.05 0.00
H 3.02 9.32 1.84 0.00
H 2.37 8.00 -0.15 0.00
C -1.87 -0.74 2.76 0.00
C -3.04 -1.69 2.56 0.00
C -4.35 -0.92 2.51 0.00
C -3.07 -2.74 3.65 0.00
O -2.86 -2.43 1.34 -0.01
Si -2.69 -2.06 -0.24 0.00
S -0.63 -1.65 -0.62 0.00
O -3.70 -0.84 -0.65 -0.01
C -4.51 -0.61 -1.84 0.01
C -5.52 -1.73 -2.00 0.00
C -3.58 -0.52 -3.04 0.00
C -5.24 0.70 -1.62 -0.02
O -3.11 -3.39 -1.08 -0.01
C -2.46 -4.61 -1.49 0.00
C -1.47 -5.06 -0.42 0.00
C -1.77 -4.36 -2.82 0.00
C -3.57 -5.63 -1.65 0.00
H -1.96 -0.23 3.72 0.00
H -1.85 0.03 1.98 0.01
H -0.92 -1.28 2.73 0.00
H -4.56 -0.47 3.48 0.00
H -5.17 -1.59 2.25 0.00
H -4.32 -0.12 1.76 0.00
H -3.28 -2.27 4.62 0.00
H -2.10 -3.24 3.71 0.00
H -3.84 -3.48 3.44 0.00
H -5.03 -2.69 -2.14 0.00
H -6.16 -1.53 -2.87 0.00
H -6.15 -1.80 -1.11 0.00
H -3.09 -1.48 -3.23 0.00
H -2.80 0.23 -2.85 0.00
H -4.14 -0.23 -3.93 0.00
H -5.87 0.63 -0.73 0.00
H -5.88 0.92 -2.49 0.00
H -4.54 1.52 -1.48 0.02
H -0.63 -4.36 -0.33 0.00
H -1.06 -6.04 -0.68 0.00
H -1.97 -5.13 0.55 0.00
H -1.02 -3.57 -2.73 0.00
H -2.51 -4.04 -3.57 0.00
H -1.29 -5.27 -3.17 0.00
H -4.07 -5.79 -0.69 0.00
H -3.16 -6.58 -2.00 0.00
H -4.30 -5.28 -2.37 0.00
C 6.06 1.39 -0.27 0.00
C 4.74 1.19 -0.88 0.00
N 3.70 1.01 -1.32 0.00
H 6.84 1.27 -1.02 0.00
H 6.22 0.65 0.51 0.00
H 6.13 2.39 0.16 0.00
C 4.22 -5.23 0.59 0.00
C 3.31 -5.31 -0.61 0.00
C 3.15 -6.56 -1.23 0.00
C 2.33 -6.71 -2.34 0.00
C 1.65 -5.62 -2.86 0.00
C 1.81 -4.38 -2.26 0.00
C 2.64 -4.20 -1.14 0.00
Sb 2.77 -2.15 -0.51 0.00
C 4.92 -2.12 -0.24 0.00
C 5.53 -2.10 1.02 0.00
C 6.91 -2.02 1.15 0.00
C 7.71 -1.97 0.02 0.00
C 7.12 -2.00 -1.24 0.00
C 5.73 -2.07 -1.39 0.00
C 5.13 -2.09 -2.78 0.00
C 2.21 -2.42 1.55 0.00
C 1.49 -3.57 1.91 0.00
C 1.01 -3.74 3.20 0.00
C 1.23 -2.75 4.15 0.00
C 1.90 -1.59 3.80 0.00
C 2.38 -1.40 2.50 0.00
C 2.99 -0.06 2.13 0.00
H 4.13 -6.14 1.20 0.00
H 3.99 -4.38 1.22 0.00
H 5.27 -5.15 0.29 0.00
H 3.67 -7.42 -0.82 0.00
H 2.22 -7.69 -2.80 0.00
H 1.01 -5.73 -3.73 0.00
H 1.28 -3.52 -2.67 0.00
H 4.92 -2.17 1.91 0.00
H 7.36 -2.01 2.14 0.00
H 8.79 -1.92 0.11 0.00
H 7.74 -1.97 -2.13 0.00
H 5.89 -1.93 -3.54 0.00
H 4.37 -1.30 -2.89 0.00
H 4.64 -3.05 -2.98 0.00
H 1.32 -4.35 1.18 0.00
H 0.46 -4.64 3.46 0.00
H 0.87 -2.88 5.16 0.00
H 2.05 -0.81 4.53 0.00
H 3.35 0.46 3.02 0.00
H 2.24 0.58 1.66 0.01
H 3.82 -0.16 1.43 0.00
```

Output
DFT total energy   -117795.9569 eV
Largest force on an atom   0.012 Eh/bohr
Multiplicity   2
Net charge   0